[1]
Molecular formula: C50H46BBr2F2HfN3O9SeTe
Method: DFT, the ωB97M-V functional and the def2-TZVPD basis

Molecular weight ... 1426.60 g mol⁻¹
E_LUMO ... 3.64 eV
Spin multiplicity ... 1
Strongest force on any atom ... 4.694 eV/A
E ... -295643.7512 eV
Net charge ... -2
HOMO-LUMO gap ... 6.1091 eV

Each line ends with the Löwdin charge.
Positions of all 116 atoms, in Å:
Hf (-0.466, -0.421, 0.159)  1.60
C (2.793, 5.273, 4.427)  -0.07
C (2.132, 4.124, 3.725)  -0.29
C (1.405, 3.173, 4.402)  0.00
C (0.741, 2.128, 3.762)  -0.07
C (0.007, 1.228, 4.657)  -0.31
O (0.445, 0.920, 5.762)  0.07
C (-1.356, 0.786, 4.262)  -0.14
C (-1.779, -0.485, 4.635)  -0.06
C (-3.073, -0.899, 4.384)  -0.08
C (-3.977, -0.012, 3.826)  -0.09
C (-3.581, 1.280, 3.516)  -0.10
C (-2.272, 1.680, 3.719)  -0.02
C (0.843, 1.942, 2.347)  -0.28
O (0.290, 0.966, 1.724)  -0.15
C (1.667, 2.907, 1.685)  -0.12
C (2.249, 3.967, 2.345)  0.00
C (1.927, 2.802, 0.224)  -0.23
N (1.278, 3.433, -0.665)  0.14
C (0.087, 4.132, -0.272)  -0.30
C (-0.856, 4.119, -1.452)  -0.46
Te (-2.938, 4.265, -0.937)  1.30
C (-2.679, 5.408, 0.845)  -0.54
C (-1.785, 6.468, 0.911)  -0.16
C (-1.532, 7.106, 2.111)  -0.10
C (-2.195, 6.715, 3.262)  -0.11
C (-3.132, 5.697, 3.195)  -0.10
C (-3.367, 5.050, 1.997)  -0.16
C (3.058, 1.955, -0.162)  -0.13
C (3.207, 1.587, -1.566)  -0.02
C (4.059, 0.635, -1.934)  -0.03
C (4.809, -0.158, -0.916)  -0.20
C (4.978, 0.494, 0.474)  -0.19
C (3.921, 1.505, 0.762)  0.02
H (2.389, 5.391, 5.428)  0.06
H (2.639, 6.203, 3.881)  0.07
H (3.867, 5.108, 4.515)  0.07
H (1.304, 3.230, 5.478)  0.12
H (-1.071, -1.138, 5.121)  0.06
H (-3.383, -1.902, 4.654)  0.10
H (-4.994, -0.329, 3.635)  0.10
H (-4.298, 1.982, 3.113)  0.10
H (-1.963, 2.687, 3.478)  0.11
H (2.839, 4.673, 1.770)  0.13
H (0.365, 5.154, 0.013)  0.11
H (-0.382, 3.674, 0.607)  0.10
H (-0.766, 3.148, -1.923)  0.02
H (-0.590, 4.885, -2.180)  0.05
H (-1.273, 6.793, 0.015)  0.09
H (-0.812, 7.913, 2.151)  0.10
H (-1.979, 7.197, 4.206)  0.09
H (-3.667, 5.394, 4.086)  0.10
H (-4.079, 4.238, 1.951)  0.08
H (2.579, 2.110, -2.269)  0.11
H (4.177, 0.350, -2.966)  0.11
H (5.765, -0.516, -1.309)  0.14
H (5.968, 0.898, 0.723)  0.14
H (3.876, 1.842, 1.788)  0.12
Br (-0.128, -3.469, 4.018)  0.80
C (-1.353, -3.671, 2.597)  -0.59
C (-1.916, -4.925, 2.397)  -0.19
C (-2.654, -5.152, 1.269)  -0.63
Br (-3.385, -6.889, 1.016)  0.70
C (-2.877, -4.146, 0.313)  -0.18
C (-3.470, -4.339, -0.952)  -0.03
C (-3.579, -3.281, -1.808)  -0.05
C (-3.136, -2.013, -1.387)  -0.17
N (-2.606, -1.801, -0.204)  0.04
C (-2.399, -2.845, 0.611)  -0.15
C (-1.550, -2.583, 1.752)  -0.41
O (-1.002, -1.436, 1.931)  -0.19
H (-1.738, -5.709, 3.116)  0.08
H (-3.789, -5.330, -1.249)  0.08
H (-3.981, -3.407, -2.801)  0.11
H (-3.275, -1.135, -2.001)  0.10
C (4.660, -0.890, 1.118)  -0.20
C (3.711, -0.921, 2.269)  -0.03
C (2.396, -0.946, 2.055)  -0.10
N (1.820, -0.944, 0.775)  0.02
C (2.553, -1.110, -0.252)  -0.06
C (4.038, -1.319, -0.225)  -0.14
H (5.587, -1.427, 1.353)  0.14
H (4.111, -0.894, 3.272)  0.10
H (1.670, -0.973, 2.858)  0.10
H (2.068, -1.147, -1.231)  0.09
H (4.250, -2.327, -0.596)  0.15
O (-0.537, -3.754, -2.665)  -0.58
Se (-0.442, -2.170, -2.206)  0.94
O (-0.092, -2.219, -0.487)  -0.60
O (0.188, 0.706, -1.253)  -0.02
O (0.985, -1.666, -2.842)  -0.56
F (-2.978, 1.043, -0.743)  -0.15
C (-2.339, 0.766, 0.487)  -0.35
F (-1.984, 2.066, 0.901)  -0.17
H (-3.179, 0.503, 1.159)  0.08
C (-1.967, -0.648, -4.990)  -0.01
C (-1.800, 0.665, -4.211)  -0.45
C (-3.134, 1.427, -4.286)  -0.01
O (-1.542, 0.356, -2.858)  0.02
B (-0.281, 0.844, -2.453)  -1.02
O (0.283, 1.572, -3.504)  0.13
C (-0.540, 1.520, -4.653)  -0.45
C (0.281, 0.883, -5.783)  -0.01
C (-0.871, 2.967, -5.061)  -0.01
H (-2.859, -1.154, -4.629)  0.08
H (-1.129, -1.314, -4.799)  0.07
H (-2.079, -0.461, -6.055)  0.08
H (-3.924, 0.761, -3.945)  0.09
H (-3.347, 1.739, -5.306)  0.08
H (-3.128, 2.287, -3.622)  0.06
H (0.611, -0.108, -5.489)  0.09
H (1.167, 1.494, -5.945)  0.08
H (-0.289, 0.836, -6.711)  0.08
H (-1.404, 3.477, -4.267)  0.06
H (-1.460, 2.997, -5.975)  0.08
H (0.069, 3.491, -5.221)  0.09

---

[2]
Molecular formula: C50H46Br2F3IN3O3
Method: DFT, the ωB97M-V functional and the def2-TZVPD basis

Molecular weight ... 1080.64 g mol⁻¹
E_LUMO ... -5.36 eV
Spin multiplicity ... 1
Strongest force on any atom ... 1.861 eV/A
E ... -219534.8684 eV
Net charge ... +1
HOMO-LUMO gap ... 5.0640 eV

Each line ends with the Löwdin charge.
Positions of all 108 atoms, in Å:
C (4.516, 1.221, 8.111)  0.16
C (4.003, 0.801, 7.115)  -0.13
C (3.515, 0.417, 5.778)  -0.09
C (2.111, 0.926, 5.530)  -0.08
C (0.977, 0.103, 5.244)  -0.10
C (1.215, -1.389, 5.241)  -0.08
C (1.529, -1.870, 6.700)  -0.77
O (2.155, -2.840, 6.912)  0.07
I (0.722, -0.741, 8.377)  0.99
C (-0.232, 0.778, 5.005)  -0.08
C (-1.476, -0.017, 4.630)  -0.63
Br (-2.394, 0.801, 3.096)  0.81
C (-2.394, -0.362, 5.840)  -0.76
C (-2.524, 0.698, 6.922)  -0.16
Br (-4.161, -0.972, 5.289)  0.74
C (-0.268, 2.193, 5.116)  -0.19
N (-1.470, 2.963, 4.932)  0.10
C (-1.142, 4.051, 4.001)  -0.47
O (-1.030, 3.922, 2.846)  0.20
F (-0.956, 5.203, 4.625)  0.20
C (-1.893, 3.536, 6.186)  -0.53
O (-1.279, 3.616, 7.186)  0.22
F (-3.131, 3.964, 6.092)  0.20
N (0.812, 2.886, 5.377)  0.29
N (1.881, 2.223, 5.539)  -0.01
F (2.959, 3.006, 5.759)  0.16
H (5.027, 1.664, 8.934)  0.05
H (4.167, 0.832, 5.004)  0.15
H (3.555, -0.661, 5.674)  0.11
H (0.376, -2.008, 4.934)  0.12
H (2.111, -1.638, 4.680)  0.14
H (-1.116, -0.964, 4.239)  0.07
H (-1.950, -1.246, 6.301)  0.07
H (-3.222, 1.492, 6.654)  0.08
H (-2.967, 0.215, 7.796)  0.10
H (-1.568, 1.104, 7.251)  0.03
C (-4.054, 4.577, 0.853)  -0.09
C (-5.088, 4.512, -0.070)  -0.09
C (-4.834, 4.766, -1.410)  -0.09
C (-3.548, 5.081, -1.828)  -0.11
C (-2.514, 5.150, -0.904)  -0.08
C (-2.769, 4.898, 0.438)  -0.10
H (-4.252, 4.376, 1.900)  0.10
H (-6.090, 4.260, 0.253)  0.10
H (-5.641, 4.714, -2.131)  0.09
H (-3.352, 5.270, -2.876)  0.09
H (-1.511, 5.391, -1.230)  0.11
H (-1.967, 4.947, 1.160)  0.07
C (1.743, -4.459, 0.634)  -0.09
C (2.074, -5.366, 1.635)  -0.08
C (1.299, -5.450, 2.783)  -0.09
C (0.181, -4.637, 2.924)  -0.11
C (-0.148, -3.737, 1.924)  -0.11
C (0.633, -3.640, 0.780)  -0.09
H (2.351, -4.390, -0.259)  0.10
H (2.940, -6.005, 1.519)  0.11
H (1.564, -6.150, 3.565)  0.10
H (-0.431, -4.706, 3.816)  0.10
H (-1.023, -3.107, 2.041)  0.10
H (0.376, -2.928, 0.005)  0.09
C (-3.364, 5.092, -7.810)  -0.09
C (-2.857, 4.339, -6.760)  -0.09
C (-3.563, 4.245, -5.569)  -0.10
C (-4.780, 4.900, -5.431)  -0.09
C (-5.288, 5.651, -6.481)  -0.09
C (-4.579, 5.749, -7.670)  -0.09
H (-2.813, 5.166, -8.738)  0.10
H (-1.911, 3.824, -6.871)  0.10
H (-3.164, 3.664, -4.747)  0.07
H (-5.333, 4.825, -4.503)  0.08
H (-6.238, 6.159, -6.374)  0.10
H (-4.973, 6.338, -8.488)  0.10
C (-1.885, 1.006, -1.189)  -0.09
C (-1.211, -0.180, -1.453)  -0.10
C (-1.279, -0.750, -2.718)  -0.09
C (-2.013, -0.130, -3.722)  -0.08
C (-2.684, 1.055, -3.456)  -0.08
C (-2.625, 1.617, -2.189)  -0.08
H (-1.839, 1.456, -0.204)  0.08
H (-0.632, -0.661, -0.673)  0.08
H (-0.757, -1.676, -2.923)  0.08
H (-2.060, -0.572, -4.709)  0.10
H (-3.259, 1.540, -4.234)  0.09
H (-3.150, 2.537, -1.972)  0.08
C (1.096, -4.335, -3.263)  -0.09
C (1.842, -5.495, -3.110)  -0.10
C (2.442, -6.086, -4.213)  -0.11
C (2.302, -5.511, -5.469)  -0.10
C (1.557, -4.350, -5.622)  -0.09
C (0.951, -3.763, -4.519)  -0.09
H (0.624, -3.877, -2.402)  0.08
H (1.956, -5.942, -2.130)  0.09
H (3.021, -6.994, -4.095)  0.11
H (2.775, -5.968, -6.329)  0.11
H (1.449, -3.901, -6.601)  0.10
H (0.367, -2.860, -4.640)  0.09
C (5.458, -3.423, -5.891)  -0.09
C (5.536, -4.120, -4.693)  -0.09
C (6.756, -4.247, -4.042)  -0.10
C (7.896, -3.669, -4.585)  -0.10
C (7.817, -2.970, -5.782)  -0.10
C (6.598, -2.849, -6.436)  -0.09
H (4.506, -3.327, -6.398)  0.09
H (4.646, -4.564, -4.268)  0.08
H (6.819, -4.796, -3.111)  0.10
H (8.847, -3.766, -4.077)  0.10
H (8.705, -2.519, -6.205)  0.10
H (6.538, -2.307, -7.371)  0.10